[1]
A 2-piece molecular cluster, C12H14ClN2 overall. Source: the Open Molecules 2025 dataset; level of theory: the ωB97M-V functional and the def2-TZVPD basis.

Cartesian coordinates (Å):
C1 -4.5059 2.3147 1.2439
N1 -3.2639 1.6476 0.7974
C2 -3.2697 0.2867 0.8309
C3 -2.1612 -0.4029 0.4321
C4 -1.0107 0.3032 0.0462
C5 -1.0632 1.6917 0.0193
C6 -2.2048 2.3706 0.4087
C7 0.2780 -0.3768 -0.2117
C8 0.9517 -1.0728 0.7911
C9 2.2388 -1.5360 0.5606
N2 2.8278 -1.3384 -0.6210
C10 2.2035 -0.7463 -1.6485
C11 0.9267 -0.2484 -1.4402
C12 4.2177 -1.8493 -0.8636
H1 -4.2742 3.2814 1.6949
H2 -4.9965 1.8293 2.0840
H3 -5.1382 2.4801 0.3759
H4 -4.1946 -0.1951 1.1087
H5 -2.2036 -1.4797 0.3404
H6 -0.1845 2.1939 -0.3625
H7 -2.3812 3.4359 0.4105
H8 0.4800 -1.2811 1.7414
H9 2.7989 -2.0023 1.3571
H10 2.7464 -0.4944 -2.5473
H11 0.4642 0.2614 -2.2755
H12 4.2194 -2.5979 -1.6535
H13 4.6678 -2.2704 0.0318
H14 4.8591 -1.0163 -1.1459
Cl1 6.9722 -3.1881 -1.5055

LUMO ... -0.213 hartree
Frontier orbital gap ... 0.0910 hartree
Net charge ... +1
HOMO level ... -0.30446 hartree
Energy above the lowest of the compared OMol25 structures with the same formula, charge and spin ... 22.40 kcal per mole

[2]
A 2-piece molecular cluster, CH9N5 overall. Source: the Open Molecules 2025 dataset; level of theory: the ωB97M-V functional and the def2-TZVPD basis.

Cartesian coordinates (Å):
C1 5.8665 1.0509 0.8408
N1 5.6310 0.5535 -0.3240
N2 -6.7368 0.7998 -0.8249
N3 -5.9374 -0.9685 0.2949
N4 5.1548 -0.7046 -0.5696
N5 -6.2754 0.3015 0.1666
H1 6.0470 2.1417 0.9564
H2 5.7137 0.3316 1.6701
H3 5.7295 1.0045 -1.3351
H4 -7.0286 0.0594 -1.6052
H5 -6.3391 -1.5199 -0.4722
H6 -6.0130 -1.3508 1.1989
H7 5.4142 -1.1636 -1.3425
H8 5.1740 -1.3183 0.2064
H9 -6.4005 0.7828 1.1394

LUMO ... -0.276 hartree
Frontier orbital gap ... 0.3550 hartree
Net charge ... +2
HOMO level ... -0.63086 hartree
Energy above the lowest of the compared OMol25 structures with the same formula, charge and spin ... 108.16 kcal per mole

[3]
A 6-piece molecular cluster, C3H18NO8 overall. Source: the Open Molecules 2025 dataset; level of theory: the ωB97M-V functional and the def2-TZVPD basis.

Cartesian coordinates (Å):
O1 2.5794 -1.8574 -1.1677
C1 1.4276 -1.5538 -1.1719
O2 0.4849 -2.2136 -1.8911
C2 0.7938 -0.4206 -0.3677
C3 0.7136 -0.7443 1.1627
O3 0.2154 0.3745 1.7782
N1 -0.6563 -0.1788 -0.8056
H1 0.9011 -2.8644 -2.4764
H2 1.3698 0.4986 -0.5384
H3 1.7407 -1.0121 1.4563
H4 -0.0864 -1.5351 1.1752
H5 0.7553 1.2332 1.6972
H6 -0.7559 0.1889 -1.7645
H7 -1.3062 -0.9383 -0.5614
H8 -0.8856 0.6804 -0.2795
H9 -3.1791 2.1795 -1.1287
H10 -2.7821 1.4310 0.2124
O4 -2.4634 1.7670 -0.6436
H11 2.2316 2.5441 0.5537
H12 2.0848 2.8258 2.2028
O5 1.7296 2.4570 1.3961
H13 -2.8370 -2.8186 -0.5376
H14 -1.5265 -3.5777 -0.1934
O6 -1.9029 -2.7001 -0.3425
H15 3.3120 2.7553 -1.4832
H16 3.5258 1.2722 -1.1114
O7 3.1543 2.1058 -0.7893
H17 -3.6628 -0.2059 1.9470
H18 -2.1148 0.2032 2.1464
O8 -2.8608 0.1043 1.5259

LUMO ... -0.097 hartree
Frontier orbital gap ... 0.4101 hartree
Net charge ... +1
HOMO level ... -0.50684 hartree

[4]
A 2-piece molecular cluster, C4H11NO overall. Source: the Open Molecules 2025 dataset; level of theory: the ωB97M-V functional and the def2-TZVPD basis.

Cartesian coordinates (Å):
C1 -2.4070 -0.3580 2.2577
C2 -1.4984 -0.4936 0.9594
C3 -1.8228 0.3721 -0.1855
C4 -1.1500 0.4535 -1.4120
N1 -1.6918 1.3295 -2.3417
H1 -1.9777 0.2554 3.0305
H2 -3.3519 0.1380 1.8986
H3 -2.5514 -1.4269 2.5975
H4 -1.3851 -1.5327 0.6471
H5 -0.4481 -0.3533 1.3629
H6 -2.2341 1.3314 0.0296
H7 -0.1506 0.1454 -1.7503
H8 -1.7992 2.2385 -1.8757
H9 -1.0826 1.3938 -3.1802
H10 6.9732 -1.5140 -0.4252
H11 7.2636 -0.4341 0.7364
O1 6.7666 -1.2024 0.4556

LUMO (spin up / spin down) ... -0.182 / -0.276 hartree
Frontier orbital gap (spin up / spin down) ... 0.3055 / 0.2110 hartree
Multiplicity ... 2
Net charge ... +1
HOMO level (spin up / spin down) ... -0.48742 / -0.48742 hartree
Energy above the lowest of the compared OMol25 structures with the same formula, charge and spin ... 48.87 kcal per mole

[5]
C4H9NO in the gas phase. Source: the Open Molecules 2025 dataset; level of theory: the ωB97M-V functional and the def2-TZVPD basis.

Cartesian coordinates (Å):
N1 -0.8535 -1.5538 -2.2430
C1 -0.4934 -1.5087 -0.8605
C2 -0.0403 -0.0495 -0.5617
C3 0.4026 0.0791 0.9175
C4 0.1945 1.4446 1.3728
O1 0.9879 2.1651 1.8936
H1 -0.2730 -2.2065 -2.7692
H2 -1.7964 -1.7644 -2.3753
H3 0.4472 -2.2282 -0.7546
H4 -1.2157 -1.8143 -0.0858
H5 0.8009 0.3328 -1.3476
H6 -0.8115 0.6707 -0.7834
H7 1.4540 -0.2993 0.9026
H8 -0.0629 -0.6985 1.5369
H9 -0.8513 1.7706 1.0207

LUMO ... 0.034 hartree
Frontier orbital gap ... 0.3803 hartree
Net charge ... 0
SMILES ... NCCCC=O
HOMO level ... -0.34675 hartree
Energy above the lowest of the compared OMol25 structures with the same formula, charge and spin ... 49.39 kcal per mole

[6]
A 6-piece molecular cluster, C31H53FN4O17P overall. Source: the Open Molecules 2025 dataset; level of theory: the ωB97M-V functional and the def2-TZVPD basis.

Cartesian coordinates (Å):
C1 4.4200 0.0696 -1.5923
C2 3.4764 -0.4664 -2.3099
C3 2.4492 -1.4501 -1.7672
N1 1.7459 -0.9561 -0.5724
C4 2.4284 -1.2393 0.7201
C5 1.8372 -2.5181 1.3683
C6 2.9096 -3.5006 1.8307
C7 3.3176 -4.5033 0.7310
C8 3.6542 -5.8854 1.2786
O1 2.6482 -6.7967 0.9011
C9 3.0165 -8.1413 1.1388
C10 2.3715 -8.6858 2.4326
C11 0.6414 -0.3162 -0.5812
N2 -0.0620 -0.0145 -1.7405
C12 -0.8635 -1.1272 -2.3098
C13 -2.3008 -0.7562 -2.5071
N3 -2.6638 0.3691 -2.9116
N4 0.0745 0.1493 0.6024
C14 -1.0793 -0.7009 1.0377
C15 -1.9232 -0.0724 2.1478
C16 -1.1189 0.5083 3.3101
F1 -1.6926 1.7302 3.6492
P1 -0.4079 1.7733 0.2900
O2 0.6155 2.5051 -0.5038
H1 5.3120 0.4062 -2.0889
H2 4.3654 0.1766 -0.5249
H3 3.4034 -0.2015 -3.3526
H4 2.9732 -2.3446 -1.4582
H5 1.8024 -1.7557 -2.5796
H6 2.3670 -0.3879 1.3808
H7 3.4659 -1.4456 0.5064
H8 1.2564 -2.2123 2.2303
H9 1.2146 -3.0197 0.6359
H10 3.7746 -3.0114 2.2728
H11 2.4720 -4.1043 2.6211
H12 2.4489 -4.6303 0.0862
H13 4.1207 -4.0834 0.1290
H14 4.6038 -6.2051 0.8523
H15 3.7295 -5.8322 2.3674
H16 2.6958 -8.7535 0.3047
H17 4.0949 -8.2706 1.2188
H18 1.8350 -9.6023 2.2127
H19 1.6673 -7.9384 2.7815
H20 3.1048 -8.9298 3.1921
H21 0.5180 0.4544 -2.4256
H22 -0.4286 -1.4146 -3.2578
H23 -0.8154 -1.9935 -1.6548
H24 -3.0330 -1.5409 -2.3142
H25 -3.6796 0.3720 -2.9902
H26 -1.7467 -0.8555 0.1906
H27 -0.7591 -1.6861 1.3478
H28 -2.5076 -0.8801 2.5480
H29 -2.6202 0.6410 1.7244
H30 -0.0815 0.7143 3.0583
H31 -1.1520 -0.1262 4.1882
H32 -1.6783 1.7476 -0.3211
H33 -0.5678 2.4787 1.4938
C17 -6.2603 -0.4932 2.4727
C18 -6.7986 -1.8460 2.8789
O3 -5.9416 -2.7448 2.1612
C19 -4.7865 -2.1037 1.9039
O4 -3.8029 -2.6197 1.4673
O5 -4.8800 -0.7830 2.2032
H34 -6.3515 0.2544 3.2561
H35 -6.7236 -0.1122 1.5614
H36 -6.6920 -2.0373 3.9474
H37 -7.8366 -1.9937 2.5943
C20 -0.6250 4.5264 -3.5492
C21 -1.1346 4.3113 -2.1451
O6 -1.5942 5.6184 -1.7816
C22 -1.8686 6.3012 -2.9231
O7 -2.4184 7.3545 -2.9558
O8 -1.4300 5.6192 -4.0088
H38 -0.7562 3.6558 -4.1873
H39 0.4237 4.8293 -3.5708
H40 -1.9836 3.6207 -2.1168
H41 -0.3750 3.9499 -1.4527
C23 -0.9791 -3.6486 -6.6655
C24 -0.1205 -4.8915 -6.7028
O9 0.9138 -4.5752 -5.7591
C25 0.4338 -3.6517 -4.9121
O10 0.9858 -3.2995 -3.9097
O11 -0.7551 -3.1670 -5.3306
H42 -2.0333 -3.8527 -6.8309
H43 -0.6488 -2.8870 -7.3729
H44 -0.6502 -5.7799 -6.3571
H45 0.3001 -5.0894 -7.6846
C26 -0.7851 9.4666 -0.8080
C27 -1.6185 8.5552 0.0591
O12 -1.0743 8.7875 1.3636
C28 -0.4918 10.0164 1.3614
O13 -0.0946 10.5744 2.3308
O14 -0.4261 10.5136 0.0996
H46 -1.3375 9.8590 -1.6570
H47 0.1261 8.9836 -1.1682
H48 -2.6744 8.8302 0.0597
H49 -1.5252 7.5103 -0.2191
C29 1.7637 4.6388 4.3700
C30 1.2562 3.3152 3.8447
O15 2.1662 2.3773 4.4213
C31 2.7002 2.9486 5.5404
O16 3.3617 2.3703 6.3353
O17 2.3642 4.2610 5.6123
H50 0.9718 5.3666 4.5269
H51 2.5284 5.0800 3.7283
H52 0.2471 3.0880 4.1940
H53 1.2813 3.2528 2.7571

LUMO ... -0.122 hartree
Frontier orbital gap ... 0.3091 hartree
Net charge ... +1
HOMO level ... -0.43095 hartree

Quick rundown of E, same order as above: -28164.8761; -8612.9262; -21268.0507; -7854.2227; -7830.1782; -85772.6447 eV
Quick rundown of M, same order as above: 221.71; 91.12; 196.18; 89.14; 87.12; 803.75 g mol⁻¹
Quick rundown of maximum force, same order as above: 1.7; 4.5; 2.6; 2.9; 3.4; 1.8 eV/A